#a
The following is a quantum chemistry calculation of C6H13N as an isolated structure, from the OMol25 dataset.

Results
LUMO energy (alpha / beta): 0.8 / 0.8 eV
orbital gap (alpha / beta): 8.2 / 8.2 eV
molecular weight: 99.18 g mol⁻¹

Structure (ORCA input):
```
! RIJCOSX wB97M-V def2-TZVPD def2/J DEFGRID3
* xyz 0 1
C -1.305 1.757 0.574
C -0.760 0.342 0.526
N -1.178 -0.415 -0.586
C -1.044 -1.777 -0.405
C 0.709 0.197 0.110
C 1.363 -1.013 0.542
C 1.238 0.840 -1.158
H -2.373 1.721 0.807
H -0.797 2.353 1.342
H -1.195 2.250 -0.395
H -0.895 -0.144 1.515
H -1.401 -2.342 -1.271
H 0.095 -2.046 -0.257
H -1.492 -2.187 0.521
H 1.525 0.328 1.015
H 1.124 -1.439 1.513
H 2.270 -1.347 0.047
H 0.630 1.698 -1.454
H 1.232 0.126 -1.986
H 2.268 1.183 -1.011
*
```

#b
The following is a quantum chemistry calculation of one molecule with the formula C6H13N, from the OMol25 dataset.

Results
LUMO energy: 1.0 eV
orbital gap: 8.5 eV
molecular weight: 99.18 g mol⁻¹

Structure (ORCA input):
```
! RIJCOSX wB97M-V def2-TZVPD def2/J DEFGRID3
* xyz 0 1
C -0.864 0.293 2.312
C 0.234 -0.487 1.541
C -0.039 -0.264 0.006
C -1.448 -0.678 -0.459
C 0.906 0.195 -0.832
C 0.454 0.758 -2.146
N 2.205 -0.267 -0.862
H -1.338 1.052 1.643
H -0.404 1.071 3.048
H -1.769 -0.354 2.579
H 1.284 -0.291 1.795
H 0.100 -1.608 1.693
H -2.132 0.190 -0.434
H -1.448 -1.016 -1.568
H -1.978 -1.404 0.190
H 0.342 -0.076 -2.813
H -0.428 1.428 -2.168
H 1.132 1.628 -2.560
H 2.478 -0.826 -0.054
H 2.714 0.657 -0.911
*
```

Which structure loses on stability? #a does.

#a
The following is a quantum chemistry calculation of one molecule with the formula C6H13N, from the OMol25 dataset.

Results
LUMO energy: 1.1 eV
orbital gap: 9.9 eV
molecular weight: 99.18 g mol⁻¹

Structure (ORCA input):
```
! RIJCOSX wB97M-V def2-TZVPD def2/J DEFGRID3
* xyz 0 1
C 2.287 -0.078 -0.470
C 1.004 0.203 0.296
N -0.029 0.859 -0.485
C -0.725 2.004 0.060
C -0.324 -0.461 0.057
C -1.397 -0.595 1.139
C -0.461 -1.569 -0.966
H 2.904 0.830 -0.490
H 2.895 -0.881 -0.039
H 2.068 -0.328 -1.512
H 1.168 0.563 1.317
H -1.635 2.165 -0.527
H -1.011 1.894 1.114
H -0.095 2.894 -0.030
H -1.392 -1.602 1.567
H -1.348 0.111 1.974
H -2.379 -0.454 0.663
H 0.133 -1.366 -1.859
H -1.511 -1.659 -1.271
H -0.151 -2.531 -0.540
*
```

#b
The following is a quantum chemistry calculation of one molecule with the formula C6H13N, from the OMol25 dataset.

Results
LUMO energy: 1.0 eV
orbital gap: 9.6 eV
molecular weight: 99.18 g mol⁻¹

Structure (ORCA input):
```
! RIJCOSX wB97M-V def2-TZVPD def2/J DEFGRID3
* xyz 0 1
C 0.559 -2.105 -0.923
C 0.345 -1.010 0.180
N 1.016 0.381 0.275
C 1.259 1.244 1.462
C -0.361 0.260 -0.134
C -1.480 0.694 0.795
C -0.484 0.540 -1.610
H 1.601 -2.320 -1.175
H 0.120 -3.064 -0.599
H 0.050 -1.902 -1.878
H 0.140 -1.485 1.136
H 1.200 2.299 1.130
H 0.550 1.181 2.304
H 2.267 1.129 1.870
H -2.415 0.221 0.480
H -1.286 0.374 1.824
H -1.632 1.780 0.809
H 0.381 0.074 -2.085
H -0.432 1.607 -1.841
H -1.399 0.101 -2.018
*
```

#c
The following is a quantum chemistry calculation of a 3-piece molecular cluster, C6H13N overall, from the OMol25 dataset.

Results
LUMO energy: 0.9 eV
orbital gap: 8.0 eV
molecular weight: 99.18 g mol⁻¹

Structure (ORCA input):
```
! RIJCOSX wB97M-V def2-TZVPD def2/J DEFGRID3
* xyz 0 1
C 0.578 -0.087 0.376
C 2.639 -0.068 -0.994
C 0.841 1.154 1.175
C -1.987 -1.678 -0.072
N 0.555 -0.181 -0.950
C -1.526 -0.275 0.070
C -2.255 0.823 0.072
H 0.377 0.729 -1.375
H 0.790 -1.024 0.891
H 2.718 -0.471 -1.996
H 2.952 0.970 -0.908
H 3.078 -0.722 -0.247
H 0.156 1.185 2.023
H 0.701 2.054 0.575
H 1.863 1.137 1.557
H -3.077 -1.739 -0.180
H -1.523 -2.140 -0.946
H -1.709 -2.275 0.800
H -3.345 0.790 0.017
H -1.826 1.819 0.112
*
```

Which structure loses on stability? #c does.

#a
The following is a quantum chemistry calculation of one molecule with the formula C6H13N, from the OMol25 dataset.

Results
LUMO energy: 1.1 eV
orbital gap: 10.1 eV
molecular weight: 99.18 g mol⁻¹

Structure (ORCA input):
```
! RIJCOSX wB97M-V def2-TZVPD def2/J DEFGRID3
* xyz 0 1
C 3.204 0.057 0.012
C 1.886 0.063 0.149
C 0.927 0.373 -0.965
C -0.213 -0.609 -1.216
C -1.585 -0.289 -0.601
N -1.705 -0.684 0.828
C -2.041 0.419 1.726
H 3.822 -0.326 0.820
H 3.719 0.246 -0.924
H 1.482 0.023 1.158
H 1.555 0.388 -1.864
H 0.513 1.385 -0.953
H 0.086 -1.656 -1.135
H -0.446 -0.559 -2.286
H -1.703 0.793 -0.667
H -2.298 -0.859 -1.197
H -0.766 -0.959 1.098
H -3.096 0.374 1.991
H -1.856 1.440 1.368
H -1.482 0.379 2.659
*
```

#b
The following is a quantum chemistry calculation of one molecule with the formula C6H13N, from the OMol25 dataset.

Results
LUMO energy: 1.0 eV
orbital gap: 9.0 eV
molecular weight: 99.18 g mol⁻¹

Structure (ORCA input):
```
! RIJCOSX wB97M-V def2-TZVPD def2/J DEFGRID3
* xyz 0 1
C -2.635 0.063 0.179
C -1.484 0.541 1.185
C -0.261 1.190 0.421
C 0.778 0.142 -0.155
C 0.953 -1.163 0.458
C 1.578 0.412 -1.124
N 2.575 -0.472 -1.599
H -2.206 -0.344 -0.778
H -3.137 -0.771 0.651
H -3.349 0.976 -0.008
H -1.066 -0.251 1.941
H -1.903 1.427 1.808
H -0.578 1.674 -0.556
H 0.311 1.805 1.134
H 0.636 -1.952 -0.222
H 0.311 -1.282 1.347
H 1.969 -1.618 0.603
H 1.601 1.356 -1.749
H 3.321 -1.011 -1.015
H 2.584 -0.723 -2.521
*
```

Which structure loses on stability? #b does.

#a
The following is a quantum chemistry calculation of one molecule with the formula C6H13N, from the OMol25 dataset.

Results
LUMO energy: 1.2 eV
orbital gap: 10.0 eV
molecular weight: 99.18 g mol⁻¹

Structure (ORCA input):
```
! RIJCOSX wB97M-V def2-TZVPD def2/J DEFGRID3
* xyz 0 1
C -2.626 -0.741 -1.938
C -1.636 0.241 -1.412
C -0.485 -0.120 -0.855
C 0.621 0.746 -0.305
C 0.964 0.322 1.176
C 1.877 -0.921 1.122
N 1.495 1.342 2.028
H -3.591 -0.254 -2.116
H -2.413 -1.146 -2.931
H -2.758 -1.642 -1.331
H -1.962 1.264 -1.247
H -0.360 -1.176 -0.600
H 1.507 0.451 -0.869
H 0.342 1.800 -0.252
H 0.000 -0.082 1.533
H 2.748 -0.733 0.489
H 2.229 -1.129 2.130
H 1.431 -1.865 0.800
H 1.175 1.386 2.975
H 1.442 2.257 1.603
*
```

#b
The following is a quantum chemistry calculation of one molecule with the formula C6H13N, from the OMol25 dataset.

Results
LUMO energy: 1.0 eV
orbital gap: 8.4 eV
molecular weight: 99.18 g mol⁻¹

Structure (ORCA input):
```
! RIJCOSX wB97M-V def2-TZVPD def2/J DEFGRID3
* xyz 0 1
C 2.167 0.434 0.893
C 1.669 1.510 -0.035
C 0.731 1.066 -1.195
C -0.365 -0.009 -0.863
C -1.263 0.166 0.211
N -2.210 -0.813 0.512
C -2.069 -2.121 0.140
H 3.163 0.546 1.328
H 2.205 -0.545 0.342
H 1.525 0.534 1.828
H 1.047 2.157 0.530
H 2.495 2.072 -0.517
H 0.134 1.982 -1.488
H 1.450 0.736 -1.988
H -0.452 -0.872 -1.553
H -1.212 1.051 0.737
H -2.719 -0.437 1.249
H -2.029 -2.369 -1.083
H -1.185 -2.549 0.707
H -3.084 -2.539 0.243
*
```

#c
The following is a quantum chemistry calculation of C6H13N as an isolated structure, from the OMol25 dataset.

Results
LUMO energy: 1.2 eV
orbital gap: 10.7 eV
molecular weight: 99.18 g mol⁻¹

Structure (ORCA input):
```
! RIJCOSX wB97M-V def2-TZVPD def2/J DEFGRID3
* xyz 0 1
C -0.165 -1.112 2.511
N -0.157 -0.085 1.791
C 1.023 2.156 -1.044
C 0.467 2.188 -2.243
H -1.055 0.395 1.711
H 0.807 2.940 -0.328
H 0.791 -1.571 2.743
H -1.030 -1.511 3.047
H -1.081 -3.766 1.384
H -0.201 2.978 -2.546
H 0.670 1.427 -2.983
C 1.949 1.092 -0.559
C -1.468 -0.657 -0.805
C -2.230 -1.573 -0.664
H -0.790 0.129 -0.993
H 1.517 0.601 0.315
H 2.899 1.531 -0.256
H 2.137 0.351 -1.333
H -1.090 -3.213 0.831
H -2.990 -2.301 -0.582
*
```

#d
The following is a quantum chemistry calculation of one molecule with the formula C6H13N, from the OMol25 dataset.

Results
LUMO energy (alpha / beta): -0.4 / 0.6 eV
orbital gap (alpha / beta): 7.2 / 10.3 eV
molecular weight: 99.18 g mol⁻¹

Structure (ORCA input):
```
! RIJCOSX wB97M-V def2-TZVPD def2/J DEFGRID3
* xyz 0 1
C -0.614 -0.479 -0.161
C -1.044 0.887 -0.510
C 0.930 -0.230 0.280
C -2.081 1.592 0.270
C 1.471 -1.581 0.749
C 1.805 0.346 -0.834
N -1.414 -1.176 0.714
H -2.388 -1.107 0.419
H -0.597 -0.938 -1.183
H -0.879 1.218 -1.534
H 0.961 0.445 1.142
H -3.104 1.335 -0.035
H -2.007 1.302 1.326
H -1.993 2.673 0.121
H 1.540 1.375 -1.080
H 2.476 -1.473 1.163
H 1.525 -2.281 -0.091
H 0.827 -2.013 1.514
H 2.853 0.369 -0.530
H 1.735 -0.263 -1.740
*
```

Which structure loses on stability? #c does.

#a
The following is a quantum chemistry calculation of one molecule with the formula C6H11NS, from the OMol25 dataset.

Results
LUMO energy: 0.0 eV
orbital gap: 8.1 eV
molecular weight: 129.23 g mol⁻¹

Structure (ORCA input):
```
! RIJCOSX wB97M-V def2-TZVPD def2/J DEFGRID3
* xyz 0 1
C 2.744 -0.166 0.885
C 2.289 -0.274 -0.527
N 0.996 -0.908 -0.607
C -0.165 -0.282 -0.259
C -1.354 -0.816 0.017
C -2.661 -0.116 -0.054
C -2.659 1.350 -0.114
S -4.118 -0.886 0.123
H 2.551 -1.119 1.573
H 2.035 0.645 1.352
H 3.674 0.383 0.803
H 2.347 0.702 -1.115
H 2.949 -0.896 -1.118
H 0.978 -1.846 -0.216
H -0.131 0.824 -0.541
H -1.526 -1.866 0.050
H -1.844 1.821 -0.927
H -3.730 1.684 -0.307
H -2.376 1.766 0.981
*
```

#b
The following is a quantum chemistry calculation of one molecule with the formula C6H11NS, from the OMol25 dataset.

Results
LUMO energy: 0.8 eV
orbital gap: 9.2 eV
molecular weight: 129.23 g mol⁻¹

Structure (ORCA input):
```
! RIJCOSX wB97M-V def2-TZVPD def2/J DEFGRID3
* xyz 0 1
C -1.329 1.199 -2.220
C -0.247 0.434 -2.052
C 0.011 -0.401 -0.804
C -0.923 -1.118 -0.176
S -0.769 -2.086 1.250
C -0.582 -0.833 2.624
C 1.438 -0.232 -0.234
N 1.491 0.967 0.627
H -1.428 1.939 -3.050
H -2.143 1.159 -1.462
H 0.425 0.390 -2.819
H -1.960 -1.035 -0.587
H 0.150 -0.131 2.413
H -1.529 -0.305 2.779
H -0.340 -1.462 3.478
H 1.759 -1.150 0.236
H 2.064 -0.082 -1.090
H 1.503 1.796 0.025
H 2.410 0.953 1.061
*
```

Which structure loses on stability? #a does.

#a
The following is a quantum chemistry calculation of one molecule with the formula C4H12N2O, from the OMol25 dataset.

Results
LUMO energy: 0.9 eV
orbital gap: 10.3 eV
molecular weight: 104.15 g mol⁻¹

Structure (ORCA input):
```
! RIJCOSX wB97M-V def2-TZVPD def2/J DEFGRID3
* xyz 0 1
N -0.528 1.290 -1.848
C -0.138 -0.126 -1.877
C -0.374 -0.803 -0.507
C -0.107 0.044 0.748
N 1.187 0.775 0.719
C -0.047 -0.772 2.035
O 0.243 0.045 3.120
H -1.516 1.413 -2.005
H -0.149 1.841 -2.600
H 0.912 -0.211 -2.163
H -0.690 -0.605 -2.690
H 0.060 -1.806 -0.503
H -1.452 -1.039 -0.511
H -0.950 0.721 0.875
H 1.119 1.392 -0.075
H 1.921 0.122 0.467
H 0.588 -1.650 1.822
H -1.019 -1.255 2.196
H 0.942 0.626 2.795
*
```

#b
The following is a quantum chemistry calculation of one molecule with the formula C4H12N2O, from the OMol25 dataset.

Results
LUMO energy: 0.9 eV
orbital gap: 10.3 eV
molecular weight: 104.15 g mol⁻¹

Structure (ORCA input):
```
! RIJCOSX wB97M-V def2-TZVPD def2/J DEFGRID3
* xyz 0 1
N 1.613 -1.166 -1.557
C 1.877 -0.749 -0.158
C 0.434 -0.799 0.562
C -0.625 0.236 0.059
N -0.119 1.670 -0.282
C -1.757 0.352 1.142
O -2.975 0.714 0.586
H 2.542 -1.233 -1.988
H 1.041 -0.447 -2.060
H 2.162 0.301 -0.068
H 2.502 -1.623 0.288
H 0.524 -0.966 1.756
H 0.029 -1.884 0.206
H -0.926 -0.197 -1.000
H -0.732 2.048 -0.987
H 0.837 1.618 -0.729
H -1.498 1.093 1.921
H -1.905 -0.634 1.722
H -3.022 1.666 0.587
*
```

Which structure loses on stability? #b does.

#a
The following is a quantum chemistry calculation of one molecule with the formula C4H12N2O, from the OMol25 dataset.

Results
LUMO energy: 0.9 eV
orbital gap: 9.9 eV
molecular weight: 104.15 g mol⁻¹

Structure (ORCA input):
```
! RIJCOSX wB97M-V def2-TZVPD def2/J DEFGRID3
* xyz 0 1
C 2.512 -0.553 -1.213
N 1.638 0.440 -0.573
C 0.230 0.103 -0.690
C -0.595 0.386 0.542
N -0.680 -0.726 1.486
C -2.054 0.727 0.189
O -2.721 1.161 1.375
H 2.217 -1.574 -0.940
H 3.552 -0.303 -1.048
H 2.338 -0.494 -2.295
H 1.865 0.490 0.413
H -0.198 0.587 -1.571
H 0.129 -0.963 -0.978
H -0.294 1.299 1.058
H 0.190 -0.875 1.979
H -0.956 -1.553 0.968
H -2.117 1.525 -0.553
H -2.589 -0.162 -0.167
H -2.468 0.484 2.019
*
```

#b
The following is a quantum chemistry calculation of a 2-piece molecular cluster, C4H12N2O overall, from the OMol25 dataset.

Results
LUMO energy: 0.4 eV
orbital gap: 7.6 eV
molecular weight: 104.15 g mol⁻¹

Structure (ORCA input):
```
! RIJCOSX wB97M-V def2-TZVPD def2/J DEFGRID3
* xyz 0 1
C 0.136 -0.160 -2.391
N -0.386 -1.204 -1.490
C -1.044 -0.962 -0.405
N -1.542 -1.951 0.377
H 0.366 -0.598 -3.360
H 1.031 0.269 -1.953
H -0.608 0.627 -2.489
H -0.097 -2.156 -1.684
H -0.945 0.127 0.036
H -0.945 -2.766 0.485
H -1.833 -1.594 1.274
C 0.200 1.802 1.181
O -0.294 1.473 -0.063
C 1.272 0.810 1.710
H -0.600 1.804 1.949
H 0.664 2.800 1.210
H 1.490 1.120 2.728
H 2.212 0.811 1.152
H 0.922 -0.252 1.733
*
```

Which structure loses on stability? #b does.

#a
The following is a quantum chemistry calculation of a 2-piece molecular cluster, C4H12N2O overall, from the OMol25 dataset.

Results
LUMO energy: 0.6 eV
orbital gap: 8.9 eV
molecular weight: 104.15 g mol⁻¹

Structure (ORCA input):
```
! RIJCOSX wB97M-V def2-TZVPD def2/J DEFGRID3
* xyz 0 1
C 2.184 -1.304 -0.560
C -0.326 1.287 -1.120
C -0.486 -0.100 -0.573
O 1.523 -0.290 0.128
N -0.924 -1.049 -1.300
H -1.072 -1.930 -0.812
H 3.044 -0.904 -1.114
H 2.552 -2.098 0.108
H 1.521 -1.773 -1.308
H 0.404 1.858 -0.551
H -1.282 1.816 -1.126
H 0.042 1.194 -2.139
C -1.367 0.963 1.636
N -0.655 -0.137 0.964
H -1.058 -1.039 1.204
H 0.521 -0.208 1.150
H -2.369 1.077 1.219
H -0.810 1.885 1.491
H -1.442 0.752 2.702
*
```

#b
The following is a quantum chemistry calculation of one molecule with the formula C4H12N2O, from the OMol25 dataset.

Results
LUMO energy: 0.8 eV
orbital gap: 10.3 eV
molecular weight: 104.15 g mol⁻¹

Structure (ORCA input):
```
! RIJCOSX wB97M-V def2-TZVPD def2/J DEFGRID3
* xyz 0 1
C -0.056 1.003 -1.558
C -0.180 -0.015 -0.421
C -1.520 -0.740 -0.502
N 0.938 -1.134 -0.723
C 0.102 0.633 0.940
N -0.236 -0.121 2.103
O 1.631 0.871 0.976
H -0.838 1.767 -1.487
H 0.910 1.516 -1.543
H -0.149 0.511 -2.532
H -1.605 -1.278 -1.453
H -1.643 -1.483 0.293
H -2.354 -0.033 -0.430
H 1.036 -1.768 0.066
H 1.847 -0.709 -0.891
H -0.304 1.644 1.012
H 0.162 0.334 2.920
H 0.120 -1.067 2.062
H 2.140 0.068 1.167
*
```

#c
The following is a quantum chemistry calculation of one molecule with the formula C4H12N2O, from the OMol25 dataset.

Results
LUMO energy: 0.9 eV
orbital gap: 9.7 eV
molecular weight: 104.15 g mol⁻¹

Structure (ORCA input):
```
! RIJCOSX wB97M-V def2-TZVPD def2/J DEFGRID3
* xyz 0 1
N 1.786 0.420 1.651
C 1.121 -0.834 1.363
C -0.258 -0.620 0.616
C -0.186 0.313 -0.616
N 0.837 -0.083 -1.632
C -1.613 0.477 -1.147
O -2.215 1.484 -0.476
H 2.480 0.471 2.462
H 2.206 0.986 0.943
H 1.680 -1.625 0.761
H 0.906 -1.303 2.428
H -0.704 -1.561 0.282
H -0.922 -0.378 1.452
H 0.262 1.392 -0.254
H 0.841 -1.042 -1.853
H 0.775 0.516 -2.467
H -1.615 0.554 -2.327
H -2.198 -0.390 -0.703
H -3.182 1.224 -0.482
*
```

#d
The following is a quantum chemistry calculation of one molecule with the formula C4H12N2O, from the OMol25 dataset.

Results
LUMO energy: 0.9 eV
orbital gap: 9.6 eV
molecular weight: 104.15 g mol⁻¹

Structure (ORCA input):
```
! RIJCOSX wB97M-V def2-TZVPD def2/J DEFGRID3
* xyz 0 1
N 1.828 1.994 -1.802
C 0.793 1.026 -1.616
C 0.877 0.206 -0.334
C -0.457 -0.193 0.034
N -0.259 -1.309 0.944
C -1.022 -1.367 2.205
O -2.518 -1.205 2.070
H 1.425 2.836 -1.763
H 2.144 1.921 -2.767
H -0.209 1.610 -1.542
H 0.648 0.317 -2.336
H 1.558 -0.565 -0.531
H 1.368 0.838 0.418
H -1.148 -0.393 -0.829
H -0.848 0.649 0.652
H 0.088 -2.260 0.606
H -0.736 -0.534 2.939
H -0.854 -2.267 2.620
H -2.674 -1.304 1.033
*
```

Which structure loses on stability? #a does.